(1)
Molecular formula: C5H6O2
Method: DFT, ωB97M-V/def2-TZVPD

Computed properties:
HOMO ... -8.1 eV
Spin multiplicity ... 1
Gap between HOMO and LUMO ... 8.864 eV

The geometry in XYZ format:
```
13
Properties=species:S:1:pos:R:3:forces:R:3
C 0.5004 0.5578 1.2169 0.438 0.576 0.268
O 0.8535 -0.8138 1.2424 0.166 -0.683 -0.261
C 0.9880 -1.1835 -0.0603 -0.706 0.362 -0.786
C -1.8321 -0.0027 -1.1115 -2.219 -1.602 -1.372
O -1.4997 0.4540 0.0228 0.392 0.610 0.966
C -0.1069 0.8062 -0.1385 0.660 0.425 0.301
C 0.4649 -0.3257 -0.9714 2.228 -0.108 1.311
H 1.4107 1.1459 1.3270 0.145 0.104 0.081
H -0.1624 0.7334 2.0579 -0.162 0.212 -0.095
H 1.3825 -2.1739 -0.2112 0.189 -0.036 -0.011
H -2.6688 -0.6808 -0.8263 -0.699 0.311 -0.516
H -0.0193 1.8239 -0.5242 0.006 -0.151 0.098
H 0.6893 -0.3408 -2.0236 -0.438 -0.021 0.017
```
Forces are in eV/Å.

=====

(2)
Molecular formula: C5H6O2
Method: DFT, ωB97M-V/def2-TZVPD

Computed properties:
HOMO ... -9.3 eV
Spin multiplicity ... 1
Gap between HOMO and LUMO ... 9.943 eV

The geometry in XYZ format:
```
13
Properties=species:S:1:pos:R:3:forces:R:3
C -0.2331 0.4928 0.4226 -1.731 -0.692 -0.718
C -0.6146 1.9332 0.2911 -0.179 -0.019 -0.124
C 1.5628 -1.4715 0.0803 -2.251 -0.528 -1.043
C -0.0072 -1.7505 -0.4545 2.621 -0.747 3.845
C -0.6644 -0.4902 -0.4239 0.100 2.500 -0.306
O 1.2872 -1.9083 -1.1231 1.105 0.356 -1.491
O 2.5142 -0.9871 0.6116 -0.745 -0.804 0.087
H 0.2102 0.2012 1.3678 0.742 -0.038 -0.347
H -0.5440 -2.6830 -0.3474 0.176 -0.153 -0.086
H -1.4044 -0.2805 -1.1968 0.113 0.278 -0.028
H -1.1337 2.1328 -0.6501 0.011 -0.084 0.119
H 0.2818 2.5618 0.3028 -0.062 -0.104 0.103
H -1.2548 2.2492 1.1197 0.100 0.035 -0.011
```
Forces are in eV/Å.

=====

(3)
Molecular formula: C5H6O2
Method: DFT, ωB97M-V/def2-TZVPD

Computed properties:
HOMO (spin up / spin down) ... -7.7 / -7.7 eV
Spin multiplicity ... 1
Gap between HOMO and LUMO (spin up / spin down) ... 7.026 / 7.021 eV

The geometry in XYZ format:
```
13
Properties=species:S:1:pos:R:3:forces:R:3
O -1.5211 -0.2820 0.9498 0.142 -0.044 0.174
C -1.0754 -0.7090 -0.3032 -0.033 -0.158 -0.228
C -0.0178 0.2098 -0.9706 -0.084 0.118 -0.119
C 0.0733 1.5490 -0.5788 0.056 0.010 -0.032
O 0.7297 1.5621 0.5501 -0.087 -0.014 -0.095
C 1.1640 0.1900 0.4890 0.292 -0.246 0.378
C 1.8704 -0.5260 1.2387 -0.199 0.126 -0.272
H -0.7944 -0.4128 1.5769 -0.106 0.045 -0.009
H -0.6491 -1.7225 -0.2734 -0.045 0.152 0.009
H -1.9595 -0.7247 -0.9493 0.143 0.008 0.070
H 0.0513 -0.0086 -2.0403 0.012 0.008 0.168
H -0.1807 2.5077 -1.0230 0.021 -0.129 0.026
H 2.2025 -1.5451 1.3266 -0.112 0.124 -0.070
```
Forces are in eV/Å.

=====

(4)
Molecular formula: C5H6O2
Method: DFT, ωB97M-V/def2-TZVPD

Computed properties:
HOMO ... -9.9 eV
Spin multiplicity ... 1
Gap between HOMO and LUMO ... 10.274 eV

The geometry in XYZ format:
```
13
Properties=species:S:1:pos:R:3:forces:R:3
C 0.3244 0.9408 -1.5955 0.028 0.054 -0.008
C 0.3247 0.4030 -0.1865 0.013 0.220 0.222
C 0.8305 -1.6023 1.1263 -0.007 0.041 -0.086
C 0.4593 -1.0819 -0.0409 0.062 -0.131 0.184
C -2.7025 1.1431 1.1466 -0.064 0.028 1.131
O -2.7366 1.1865 2.2787 0.035 -0.035 -1.130
O 0.2460 1.1357 0.7810 0.063 -0.309 -0.357
H 0.4173 2.0287 -1.5770 -0.044 -0.188 -0.014
H -0.6081 0.6594 -2.1001 0.127 0.011 0.079
H 1.1537 0.4975 -2.1575 -0.129 0.071 0.013
H 1.0056 -0.9382 1.9690 -0.040 -0.096 -0.086
H 0.9878 -2.6678 1.2770 -0.086 0.193 -0.099
H 0.2978 -1.7043 -0.9209 0.042 0.140 0.151
```
Forces are in eV/Å.

=====

(5)
Molecular formula: C5H6O2S
Method: DFT, ωB97M-V/def2-TZVPD

Computed properties:
HOMO ... -9.3 eV
Spin multiplicity ... 1
Gap between HOMO and LUMO ... 8.846 eV

The geometry in XYZ format:
```
14
Properties=species:S:1:pos:R:3:forces:R:3
C -2.4593 0.5406 -1.5171 -0.305 2.264 -1.641
C -1.2541 -0.3640 0.2449 3.223 -2.149 2.419
C -0.0647 -0.7184 0.7254 3.393 0.189 -1.838
C 1.3674 -0.3089 0.0415 -0.888 1.344 0.911
C 2.3998 0.3310 0.9453 0.376 0.433 1.803
H -3.3747 -0.0892 -1.4326 1.209 -0.117 0.707
H -2.0888 -0.7481 0.6773 -2.647 -1.011 1.077
H 0.1097 -1.4988 1.4457 -0.536 0.106 0.478
H 1.2087 0.1046 -1.0515 1.057 -1.451 2.057
H 3.3259 0.9032 0.6523 -1.499 -0.224 -0.369
H 2.1319 0.7013 2.0949 0.396 -1.700 -2.853
O -1.3648 0.4661 -0.7292 -1.165 2.350 -3.462
O 2.5796 -1.0587 0.5669 -2.643 1.446 -0.485
S -2.5164 1.7394 -2.6638 0.027 -1.480 1.196
```
Forces are in eV/Å.

=====

(6)
Molecular formula: C5H6O3
Method: DFT, ωB97M-V/def2-TZVPD

Computed properties:
HOMO ... -10.3 eV
Spin multiplicity ... 1
Gap between HOMO and LUMO ... 10.721 eV

The geometry in XYZ format:
```
14
Properties=species:S:1:pos:R:3:forces:R:3
C -0.2198 1.9111 -0.7160 -0.097 1.798 -0.121
C 0.7724 0.0496 1.1314 2.058 3.403 2.478
C 0.9171 -1.2291 0.3899 0.174 -2.553 -1.804
C 0.0482 -1.3981 -0.6592 -0.193 2.236 1.676
C -1.2211 -0.2984 -0.5834 1.487 -1.199 1.165
H 0.0322 0.0481 2.0185 0.897 0.102 -1.668
H 1.7816 0.5504 1.6366 -2.441 -1.953 -1.490
H 1.7134 -2.1526 0.6527 -1.857 3.234 -0.624
H 0.2101 -2.1362 -1.4844 -0.690 0.585 1.048
H -2.0852 -0.8832 -1.0687 0.973 1.542 1.037
H -1.3176 0.0248 0.7015 -0.488 -1.272 -4.462
O -0.1365 3.1450 -0.9513 -1.037 -5.093 -0.157
O 0.4933 1.4455 0.3006 0.930 -1.657 1.762
O -0.9882 0.9232 -1.3682 0.284 0.829 1.159
```
Forces are in eV/Å.

=====

Which formula does entry 4 have?
C5H6O2